Formula: C10H16O6
Source: the OMol25 dataset
Level of theory: the ωB97M-V functional and the def2-TZVPD basis

Each line ends with the Mulliken charge.
Element x y z (Å)
C  -0.110  2.518  -0.878  -1.569
C  0.737  1.266  -0.696  0.712
O  2.018  1.392  -1.343  -0.522
C  3.007  0.711  -0.544  -0.494
C  2.536  0.914  0.867  -0.883
C  1.034  0.862  0.737  0.976
O  0.290  1.557  1.707  -0.731
O  0.676  -0.503  0.843  -0.506
C  -0.256  -0.739  -0.215  1.311
C  -0.069  -2.161  -0.727  -0.884
C  -0.944  -2.917  0.241  -0.633
O  -2.105  -2.110  0.462  -0.506
C  -1.703  -0.750  0.347  0.698
C  -2.777  -0.056  -0.478  -1.555
O  -1.798  -0.241  1.695  -0.578
O  -0.051  0.207  -1.215  -0.479
H  0.497  3.370  -0.559  0.380
H  -0.399  2.599  -1.918  0.376
H  -1.022  2.523  -0.247  0.271
H  3.991  1.177  -0.741  0.385
H  3.000  -0.313  -0.830  0.244
H  2.913  0.161  1.561  0.348
H  2.836  1.889  1.243  0.359
H  -0.536  1.050  1.869  0.550
H  -0.433  -2.293  -1.755  0.353
H  1.006  -2.507  -0.726  0.296
H  -1.169  -3.926  -0.108  0.445
H  -0.405  -3.028  1.157  0.270
H  -2.560  1.006  -0.508  0.282
H  -2.805  -0.369  -1.521  0.315
H  -3.716  -0.251  -0.022  0.416
H  -1.686  -1.036  2.301  0.354

As for the frontier orbital gap: 10.65 eV. Its maximum force is 2.08 eV/A. For the energy above the lowest of the compared OMol25 structures with the same formula, charge and spin, the calculation gives 2.5 kJ/mol. The calculation puts the LUMO energy at 0.028 hartree. The highest occupied orbital energy is -9.891 eV. As for the structure (SMILES): C[C@@]12OCC[C@]1(O)O[C@]1(CCO[C@@]1(C)O)O2. As for the total energy: -22914.27315 eV.